w:
{"formula": "C3H11NO3", "method": "ωB97M-V with the def2-TZVPD basis set", "elements": ["C", "N", "C", "C", "O", "H", "H", "H", "H", "H", "H", "H", "O", "H", "H", "O", "H", "H"], "coordinates": [[-0.9367, 0.8342, -0.1744], [0.4749, 0.9428, 0.3090], [1.4495, 1.8844, -0.1934], [1.0061, -0.1139, 1.0755], [0.3870, -1.1938, 1.2056], [-1.5396, 0.6370, 0.8273], [-0.9931, 0.0725, -0.9260], [-1.1301, 1.8870, -0.5237], [2.4933, 1.7732, 0.0482], [1.3931, 2.8467, 0.4574], [1.3117, 2.0293, -1.2917], [1.9090, 0.1455, 1.6161], [-3.1324, -1.8146, 0.2526], [-2.9860, -0.7869, 0.3078], [-2.2887, -2.1691, 0.2226], [0.8837, -2.5935, -1.1862], [0.4903, -2.4885, -0.3635], [1.2079, -1.8924, -1.6633]], "e_lumo_ev": 0.426, "smiles": "CN(C)C=O.O.O", "total_charge": 0}

=====

x:
{"formula": "C3H11NO3", "method": "ωB97M-V with the def2-TZVPD basis set", "elements": ["C", "N", "C", "C", "O", "H", "H", "H", "H", "H", "H", "H", "O", "H", "H", "O", "H", "H"], "coordinates": [[-0.0703, -0.4348, -2.5295], [0.5243, -0.3942, -1.1923], [0.3639, 0.9927, -0.6618], [0.0373, 0.8855, 0.8023], [-0.8953, 1.3330, 1.4213], [0.4440, -1.1058, -3.2636], [-1.1169, -0.6774, -2.7700], [0.1855, 0.4908, -3.0587], [-0.0096, -1.0468, -0.6206], [-0.4625, 1.5144, -1.1587], [1.2776, 1.5380, -0.9213], [0.5649, 0.0613, 1.3183], [-2.7066, -1.2144, 1.3511], [-3.5172, -1.2075, 0.8302], [-2.5912, -0.2636, 1.4945], [2.8048, -0.5410, 0.8924], [3.6861, -0.8780, 0.7694], [2.3930, -0.8940, 0.0935]], "e_lumo_ev": 0.749, "smiles": "CNCC=O.O.O", "total_charge": 0}

=====

y:
{"formula": "C3H11NO3", "method": "ωB97M-V with the def2-TZVPD basis set", "elements": ["C", "C", "N", "C", "H", "H", "H", "H", "H", "O", "H", "H", "O", "H", "H", "O", "H", "H"], "coordinates": [[-2.4501, -2.5114, -0.7713], [-1.5555, -1.5650, -0.2870], [-1.7556, -0.9891, 0.9871], [-1.0434, -1.3424, 2.0195], [-3.5156, -2.6586, -0.4499], [-2.3520, -3.2616, -1.6841], [-0.8216, -0.9275, -0.9211], [-1.6014, -1.7023, 2.9405], [0.0807, -1.3825, 1.9111], [-0.8976, 1.7614, 0.3434], [-0.8849, 2.5255, 0.8461], [-1.4939, 1.1824, 0.7558], [4.6071, 2.1535, -0.6317], [5.3061, 1.5901, -0.2476], [3.7385, 2.0784, -0.1882], [1.5572, 1.4579, -1.2019], [0.9388, 2.1127, -1.4429], [2.1433, 1.4785, -1.9778]], "e_lumo_ev": 0.215, "smiles": "C=CN=C.O.O.O", "total_charge": 0}

=====

Stability, lowest: y

=====

w:
{"formula": "C3H11NO3", "method": "ωB97M-V with the def2-TZVPD basis set", "elements": ["O", "C", "C", "N", "C", "O", "H", "H", "H", "H", "H", "H", "H", "H", "H", "O", "H", "H"], "coordinates": [[2.5896, -0.1634, 0.3565], [1.9029, -0.3986, -0.8933], [0.6561, 0.5237, -1.0538], [-0.4636, 0.0583, -0.1989], [-1.7139, 0.8165, -0.2351], [-2.7644, -0.0612, 0.0789], [1.9143, -0.4003, 0.9832], [2.6792, -0.2988, -1.6410], [1.4407, -1.3982, -0.8287], [1.0330, 1.5280, -0.8569], [0.2393, 0.3392, -2.0526], [-0.6965, -0.9210, -0.3301], [-1.5815, 1.6099, 0.5131], [-1.8847, 1.2353, -1.2455], [-3.1978, 0.3137, 0.8503], [0.2394, -1.1802, 2.2081], [-0.5671, -1.2087, 2.7160], [0.1751, -0.3943, 1.6299]], "e_lumo_ev": 0.540, "smiles": "OCCNCO.O", "total_charge": 0}

=====

x:
{"formula": "C3H11NO3", "method": "ωB97M-V with the def2-TZVPD basis set", "elements": ["C", "N", "C", "C", "O", "H", "H", "H", "H", "H", "H", "H", "O", "H", "H", "O", "H", "H"], "coordinates": [[0.1811, 1.4537, -1.8461], [-0.2748, 1.5074, -0.4336], [0.1695, 2.3343, 0.6813], [-1.0427, 0.4147, -0.1222], [-1.2730, -0.5614, -0.8034], [-0.4228, 0.7571, -2.4109], [1.1377, 0.9089, -1.8488], [0.1757, 2.4154, -2.3403], [0.1154, 3.3727, 0.3604], [1.1113, 1.9585, 1.1096], [-0.5644, 2.2482, 1.4870], [-1.5680, 0.4949, 0.8600], [-0.2149, -1.5676, 2.3096], [-0.2665, -1.5021, 3.2681], [-0.0056, -2.4921, 2.0863], [1.1396, -4.1786, -0.5827], [1.0678, -3.2186, -0.4674], [0.5345, -4.3453, -1.3068]], "e_lumo_ev": 0.646, "smiles": "CN(C)C=O.O.O", "total_charge": 0}

=====

Stability, lowest: w

=====

w:
{"formula": "C5H14N2", "method": "ωB97M-V with the def2-TZVPD basis set", "elements": ["C", "C", "C", "C", "C", "N", "N", "H", "H", "H", "H", "H", "H", "H", "H", "H", "H", "H", "H", "H", "H"], "coordinates": [[-1.0387, -1.7654, 0.5853], [-1.5049, -0.3443, 0.4318], [-0.3959, 0.6822, 0.2999], [0.5570, 0.4245, -0.8116], [1.8785, 0.8549, -0.7369], [2.7871, 0.3338, -1.7912], [-2.1613, 0.0239, 1.8090], [-1.8042, -2.4232, 0.9961], [-0.1354, -1.7801, 1.2051], [-0.6827, -2.1672, -0.3591], [-2.3049, -0.1959, -0.2910], [-0.8020, 1.7177, 0.3053], [0.1451, 0.7785, 1.2456], [0.0788, 0.1947, -1.7432], [2.4103, 1.4471, -0.0189], [3.7722, 0.3621, -1.5438], [2.4916, -0.5995, -2.0837], [2.6932, 0.9247, -2.6215], [-2.9791, 0.6163, 1.6489], [-2.5277, -0.8149, 2.2520], [-1.4684, 0.5545, 2.3287]], "e_lumo_ev": [-2.968, -2.991], "s_squared": 0.753, "multiplicity": 2, "total_charge": 1}

=====

x:
{"formula": "C5H14N2", "method": "ωB97M-V with the def2-TZVPD basis set", "elements": ["N", "C", "C", "C", "C", "C", "N", "H", "H", "H", "H", "H", "H", "H", "H", "H", "H", "H", "H", "H", "H"], "coordinates": [[0.9993, -0.6344, 1.7476], [0.4120, -0.2225, 0.5280], [0.0422, 1.2535, 0.4750], [0.2720, 1.9234, -0.8900], [-0.8886, 1.7416, -1.8780], [-0.6743, -1.2968, 0.1570], [-0.0575, -2.5934, 0.0580], [0.7588, -0.1774, 2.6267], [1.1061, -1.6570, 1.8343], [1.2400, -0.4292, -0.1736], [-0.9858, 1.3355, 0.8448], [0.6877, 1.7773, 1.1821], [1.1824, 1.4884, -1.3232], [0.4814, 2.9771, -0.7277], [-0.9208, 0.6920, -2.1862], [-1.8489, 1.9331, -1.3963], [-0.7468, 2.3582, -2.7545], [-1.3588, -1.3003, 0.9975], [-1.1175, -0.9373, -0.7664], [-0.7491, -3.3062, -0.1419], [0.6301, -2.6454, -0.6910]], "e_lumo_ev": [-2.886, -7.998], "s_squared": 0.755, "multiplicity": 2, "total_charge": 1}

=====

Stability, lowest: w